one:
The following is a DFT calculation (ωB97M-V with the def2-TZVPD basis set) of a single C3H7PS2 molecule.

The geometry in ORCA input format:
```
! wB97M-V def2-TZVPD RIJCOSX def2/J DEFGRID3
* xyz 0 1
C 1.213 -1.707 0.505
C -1.339 -0.478 0.216
C -0.670 0.918 -0.030
P 1.166 -1.937 -1.366
S -0.267 -1.276 1.440
S -1.796 -1.534 -1.140
H 1.617 -2.665 0.870
H 2.008 -0.900 0.701
H -2.328 -0.417 0.950
H -1.484 1.705 -0.046
H -0.116 0.864 -0.902
H 0.086 1.285 0.722
H 0.873 -0.546 -1.606
*
```

Properties
LUMO energy (spin up / spin down): -1.853 / -1.824 eV
Frontier orbital gap (spin up / spin down): 6.55 / 6.59 eV

two:
The following is a DFT calculation (ωB97M-V with the def2-TZVPD basis set) of a single C3H7PS2 molecule.

The geometry in ORCA input format:
```
! wB97M-V def2-TZVPD RIJCOSX def2/J DEFGRID3
* xyz 0 1
C 2.035 -0.359 -0.796
C 0.519 -0.311 -0.906
C -0.354 -0.832 -0.042
S -2.115 -0.828 -0.188
P -2.188 -0.037 1.805
S -0.856 1.654 1.589
H 2.625 0.046 -1.728
H 2.471 -1.346 -0.519
H 2.202 0.372 -0.015
H 0.050 0.223 -1.739
H 0.117 -1.400 0.752
H -3.274 0.754 1.460
H -1.234 2.063 0.327
*
```

Properties
LUMO energy: 0.498 eV
Frontier orbital gap: 9.24 eV

Decreasing stability: two, one

one:
The following is a DFT calculation (ωB97M-V with the def2-TZVPD basis set) of a single C21H31N3O4 molecule.

The geometry in ORCA input format:
```
! wB97M-V def2-TZVPD RIJCOSX def2/J DEFGRID3
* xyz 0 1
C -1.125 3.615 -0.846
N -0.811 3.175 0.493
C -1.844 3.308 1.505
C -2.545 1.966 1.741
O -3.024 1.503 0.495
C -3.322 0.178 0.354
C -3.575 -0.250 -0.949
C -3.884 -1.571 -1.201
C -3.942 -2.487 -0.162
C -3.697 -2.063 1.130
C -3.390 -0.738 1.397
C 0.261 2.415 0.821
O 0.449 2.059 1.972
C 1.230 2.041 -0.297
C 2.344 3.104 -0.421
C 3.682 2.561 0.085
C 4.039 1.307 -0.687
O 5.097 1.143 -1.266
N 3.033 0.405 -0.699
C 3.153 -0.827 -1.444
C 2.958 -2.068 -0.566
N 1.547 -2.317 -0.308
C 1.279 -2.931 0.981
C -0.235 -2.984 1.191
O -0.871 -3.718 0.171
C -0.595 -3.151 -1.086
C 0.910 -3.098 -1.353
C 1.832 0.670 0.052
H -1.815 4.455 -0.784
H -0.227 3.955 -1.358
H -1.606 2.823 -1.428
H -2.564 4.057 1.177
H -1.382 3.622 2.445
H -3.371 2.095 2.453
H -1.815 1.264 2.159
H -3.528 0.474 -1.748
H -4.075 -1.889 -2.216
H -4.172 -3.522 -0.359
H -3.741 -2.768 1.946
H -3.214 -0.432 2.417
H 0.691 1.952 -1.241
H 2.080 3.997 0.149
H 2.462 3.396 -1.466
H 3.608 2.328 1.149
H 4.474 3.296 -0.056
H 4.159 -0.826 -1.871
H 2.421 -0.833 -2.259
H 3.465 -1.899 0.387
H 3.435 -2.933 -1.052
H 1.731 -2.323 1.766
H 1.689 -3.955 1.038
H -0.477 -3.488 2.128
H -0.633 -1.959 1.213
H -1.098 -3.778 -1.823
H -1.010 -2.132 -1.132
H 1.091 -2.627 -2.321
H 1.309 -4.128 -1.384
H 1.118 -0.126 -0.160
H 2.040 0.657 1.129
*
```

Properties
LUMO energy: 0.635 eV
Frontier orbital gap: 9.26 eV

two:
The following is a DFT calculation (ωB97M-V with the def2-TZVPD basis set) of a single C21H31N3O4 molecule.

The geometry in ORCA input format:
```
! wB97M-V def2-TZVPD RIJCOSX def2/J DEFGRID3
* xyz 0 1
C -3.970 -3.036 1.175
O -4.755 -1.873 1.252
C -4.047 -0.665 1.106
C -3.792 -0.315 -0.376
C -5.030 0.297 -1.030
N -2.618 0.514 -0.559
C -1.625 0.220 -1.472
C -1.647 -0.979 -2.357
C -0.675 1.194 -1.405
C -1.102 2.140 -0.433
C -0.394 3.329 0.000
O -0.914 4.316 0.475
C 1.127 3.290 -0.190
N 1.687 1.996 0.115
C 1.353 1.266 1.265
O 0.610 1.623 2.141
N 2.029 0.099 1.178
C 2.798 -0.038 -0.034
C 2.268 -1.173 -0.924
C 2.590 -2.543 -0.336
C 4.091 -2.690 -0.111
C 4.606 -1.582 0.803
C 4.311 -0.201 0.217
C 4.842 0.911 1.119
C 2.515 1.302 -0.712
O 2.927 1.673 -1.784
C -2.322 1.690 0.058
C -3.119 2.328 1.136
H -4.636 -3.868 1.391
H -3.532 -3.181 0.180
H -3.160 -3.016 1.915
H -4.678 0.091 1.575
H -3.088 -0.715 1.641
H -3.582 -1.260 -0.886
H -5.268 1.264 -0.597
H -5.876 -0.369 -0.880
H -4.868 0.430 -2.098
H -1.586 -1.907 -1.784
H -2.548 -1.010 -2.969
H -0.788 -0.935 -3.022
H 0.199 1.258 -2.022
H 1.379 3.512 -1.232
H 1.566 4.057 0.456
H 1.954 -0.619 1.875
H 2.731 -1.070 -1.907
H 1.189 -1.054 -1.040
H 2.238 -3.319 -1.018
H 2.063 -2.672 0.612
H 4.308 -3.665 0.328
H 4.607 -2.632 -1.072
H 5.683 -1.687 0.938
H 4.141 -1.669 1.788
H 4.796 -0.119 -0.761
H 4.334 0.906 2.082
H 5.906 0.773 1.292
H 4.695 1.883 0.655
H -2.755 3.343 1.268
H -4.178 2.363 0.897
H -2.989 1.797 2.079
*
```

Properties
LUMO energy: 0.435 eV
Frontier orbital gap: 8.49 eV

Decreasing stability: two, one